Here is a molecular structure, C40H45ClN9O2ReSe at a distorted geometry from OMol25. Energies are from wB97M-V/def2-TZVPD.

Each line ends with the Löwdin spin population.
Positions of all 99 atoms, in Å:
Re: 14.328612 3.330744 14.282644  2.25
C: 15.630088 4.403940 10.388766  0.00
C: 15.763790 2.935258 10.830362  0.00
C: 16.462007 2.732564 12.221151  0.02
N: 16.066747 3.649151 13.330708  0.04
C: 16.818702 4.794720 13.615917  0.00
C: 17.920916 5.101914 12.805668  0.07
C: 18.600526 6.338775 12.729237  0.01
C: 18.532822 7.404073 13.626955  0.07
C: 17.571720 7.601592 14.658456  0.01
C: 16.650962 6.746516 15.252252  0.06
C: 16.256132 5.485484 14.828298  0.01
N: 15.136577 4.852768 15.344302  0.01
C: 14.381935 5.416297 16.485611  0.01
C: 13.578190 4.355641 17.294899  0.00
C: 12.387139 3.637858 16.645024  0.01
N: 12.505826 3.635852 15.183318  0.03
C: 11.409666 3.887098 14.372095  0.01
C: 10.119083 3.607538 14.779205  0.04
C: 8.973127 4.122093 14.284929  0.00
C: 8.815756 5.049928 13.250130  0.05
C: 9.714810 5.367854 12.293300  0.01
C: 11.052639 4.930345 12.110542  0.07
C: 11.875894 4.400508 13.102278  0.00
N: 13.223711 4.343521 12.890423  0.03
C: 13.808776 5.353613 12.145044  0.01
C: 14.263943 5.048119 10.627309  0.00
H: 15.762450 4.490412 9.342781  0.00
H: 16.461368 4.975440 10.833929  0.00
H: 14.758608 2.457525 10.740324  0.00
H: 16.348287 2.427824 10.051177  0.00
H: 17.527617 2.768713 11.985030  0.00
H: 16.208202 1.697276 12.481535  0.00
H: 18.226741 4.379983 12.095551  0.00
H: 19.169224 6.458844 11.834348  0.00
H: 19.276350 8.167729 13.405425  0.00
H: 17.696024 8.663438 15.061446  0.00
H: 16.113418 7.182189 16.120950  0.00
H: 13.763425 6.202235 16.076389  0.00
H: 15.010020 5.954147 17.188698  0.00
H: 13.311102 4.846519 18.240666  0.00
H: 14.246906 3.534032 17.641503  0.00
H: 11.494181 4.275762 16.922502  0.00
H: 12.227768 2.625375 17.012329  0.00
H: 10.007701 2.871507 15.651930  0.00
H: 8.049023 3.850067 14.757982  0.00
H: 7.815980 5.517937 13.179308  0.00
H: 9.322794 6.070209 11.538028  0.00
H: 11.534960 5.105069 11.158479  0.00
H: 14.734024 5.792250 12.581123  0.00
H: 13.161238 6.250662 12.012162  0.00
H: 14.163557 5.935573 10.000459  0.00
H: 13.500044 4.352345 10.261656  0.00
Cl: 12.442337 -1.722626 12.637349  0.00
C: 12.074817 0.042449 12.591549  0.00
C: 12.547780 0.797281 13.823464  0.01
O: 13.728135 1.435052 13.591579  0.09
O: 11.977469 0.640327 14.922842  0.00
H: 10.981485 0.103584 12.475680  0.00
H: 12.538402 0.473920 11.722018  0.00
C: 11.754883 11.190680 9.133581  0.00
N: 13.094292 10.699690 9.240027  0.00
C: 14.059672 10.667219 8.206455  0.00
C: 15.257569 10.403276 8.755989  0.00
N: 15.022072 10.223918 10.133871  0.00
C: 15.945081 9.674036 11.102857  0.00
C: 13.703806 10.285725 10.401307  0.00
Se: 12.826308 9.879080 11.965446  0.00
H: 11.384725 11.528822 10.140778  0.00
H: 11.030791 10.395951 8.828510  0.00
H: 11.732049 12.043346 8.446850  0.00
H: 13.743786 10.870267 7.171237  0.00
H: 16.186829 10.314742 8.206891  0.00
H: 15.550662 9.920857 12.128411  0.00
H: 16.933671 10.131717 10.995939  0.00
H: 15.974190 8.594004 10.960329  0.00
C: 17.291853 1.601020 17.104093  0.00
C: 16.761766 2.131026 15.930735  0.01
N: 15.466587 2.048821 15.662601  0.00
C: 14.697974 1.173579 16.396144  0.02
C: 15.133856 0.730145 17.659922  0.00
C: 16.460432 0.957415 18.023020  0.01
C: 14.360471 -0.248579 18.453319  0.00
C: 13.926263 -0.146037 19.753325  0.00
C: 13.718152 1.055609 20.523911  0.00
C: 14.498924 2.225436 20.579991  0.00
C: 14.075422 3.290488 21.388793  0.00
N: 12.958544 3.138750 22.103745  0.00
C: 12.258960 2.039470 22.037175  0.00
N: 12.661067 0.980257 21.353923  0.00
H: 18.364254 1.737104 17.308235  0.00
H: 17.389727 2.665225 15.225447  0.00
H: 13.716836 0.900862 16.031397  0.00
H: 16.846826 0.581782 18.976650  0.00
H: 14.121643 -1.241038 18.033233  0.00
H: 13.413713 -0.965311 20.213147  0.00
H: 15.357222 2.357388 19.949038  0.00
H: 14.646072 4.267646 21.380825  0.00
H: 11.314789 1.909884 22.548159  0.00

Cartesian forces, eV/Å:
Re -0.61 -1.23 0.24
C -0.10 0.16 1.18
C -0.68 0.39 -0.19
C -0.59 -0.26 -1.02
N 1.92 0.72 -0.93
C -1.46 -2.18 0.24
C -0.04 2.16 1.05
C -1.14 -0.96 1.28
C -0.78 -0.38 -0.52
C 1.92 1.28 0.06
C 0.16 1.44 0.56
C -1.77 -1.22 -0.82
N 1.81 1.24 -0.49
C -0.10 -0.60 -0.23
C 1.41 -0.76 0.42
C -1.64 1.67 -0.37
N -1.21 -0.01 -0.20
C 3.57 -0.15 1.09
C -0.44 -1.75 1.98
C -0.79 0.69 -0.53
C -1.39 0.08 0.69
C 1.03 0.61 -1.50
C -0.87 0.20 0.64
C -0.18 -0.39 -1.12
N -0.82 -1.13 2.05
C 2.09 3.20 -3.61
C -0.83 -0.75 1.38
H 0.38 -0.19 -1.25
H -0.47 0.10 -0.11
H 0.61 0.24 0.57
H 0.19 -0.12 0.49
H -0.07 -0.12 0.55
H 0.22 0.27 0.49
H -0.04 -0.36 -0.61
H 0.89 0.05 -0.17
H -0.55 0.32 0.29
H -0.56 -1.72 -0.10
H 0.36 -0.36 -0.87
H -0.74 0.17 -0.14
H 0.44 -0.34 0.15
H -0.40 -0.12 -0.34
H 0.17 0.75 -0.32
H 0.53 -0.93 -0.38
H 0.12 -0.02 0.28
H 0.35 1.29 -1.32
H -0.21 -0.23 0.36
H 0.68 -0.39 -0.06
H 0.40 -0.54 0.16
H -0.17 0.39 0.03
H -0.62 -0.47 0.32
H 0.04 -0.60 0.46
H 0.06 0.26 0.34
H 0.08 -0.06 -0.26
Cl 0.11 0.65 0.18
C -0.91 -0.07 -0.20
C 0.98 -0.88 1.58
O -2.14 0.15 0.40
O 1.30 1.03 -2.28
H 0.44 0.07 0.26
H 0.25 -0.09 -0.34
C -1.66 -0.08 0.67
N 1.90 -0.77 -0.03
C -1.32 0.72 -0.04
C -0.66 -0.10 0.04
N 0.49 -0.40 -0.52
C -0.05 0.44 0.89
C -0.96 0.83 -0.54
Se 0.11 -0.01 0.01
H 0.65 -0.28 -0.92
H 0.63 0.58 -0.04
H -0.06 -0.30 0.05
H 0.46 -0.07 0.78
H 0.04 -0.05 0.67
H 0.38 -0.39 -1.09
H -0.18 -0.19 -0.17
H 0.25 -0.07 0.26
C 0.51 0.06 0.35
C 0.34 0.24 0.88
N -1.44 -1.67 0.15
C 1.14 0.97 1.14
C -0.05 -0.88 -1.02
C 0.53 0.50 -0.46
C -1.13 -0.77 2.35
C 0.48 0.13 -2.78
C 0.22 1.73 2.20
C -0.32 0.46 -0.41
C -0.03 -0.95 -0.54
N 0.12 2.57 0.52
C 1.18 -1.08 -0.69
N -0.54 -0.97 -0.99
H -0.61 -0.15 -0.12
H -0.18 0.11 0.13
H -0.14 0.32 -0.12
H -0.15 0.14 -0.42
H 0.48 0.66 -0.24
H -0.13 -0.57 -0.09
H 0.31 -0.04 -0.11
H -0.86 -1.24 0.39
H 0.06 0.38 0.33

Results
**LUMO (spin up / spin down)**: -3.05 / -3.66 eV
**HOMO energy (spin up / spin down)**: -9.319 / -9.330 eV
**Orbital gap (spin up / spin down)**: 0.2304 / 0.2082 hartree
**Net charge**: +1
**ΔE to the lowest compared entry with this formula, charge and spin**: 0.0 kcal/mol
**Multiplicity**: 4

Here is a molecular structure, C32H38F3LiNO3SbSi2 from OMol25. Energies are from wB97M-V/def2-TZVPD.

Each line ends with the natural charge from an NBO analysis.
Positions of all 81 atoms, in Å:
Li: -0.811807 -0.838896 -2.374146  0.90
O: -3.867457 -2.893580 -3.034254  -0.71
C: -2.704253 -2.542613 -2.784986  0.74
O: -1.987027 -1.691496 -3.393760  -0.83
C: -1.996644 -3.273946 -1.624960  0.11
C: -2.675530 -4.244730 -0.894796  -0.22
C: -1.987516 -4.972121 0.059437  -0.18
C: -0.644306 -4.701773 0.268758  -0.27
C: -0.060420 -3.684943 -0.464969  0.04
N: -0.710977 -2.979087 -1.395395  -0.46
H: -3.725137 -4.399184 -1.111564  0.24
H: -2.492194 -5.732973 0.645528  0.20
H: -0.063173 -5.241510 1.006342  0.21
H: 0.973884 -3.403599 -0.283274  0.19
C: -5.474920 1.020552 0.532194  -1.12
Si: -3.721601 1.258732 -0.166591  1.70
C: -3.826083 1.009104 -2.026971  -1.12
C: -3.487358 3.134800 0.071021  -1.12
C: -2.464458 0.229782 0.568835  -1.78
Si: -2.309416 -0.205173 2.286798  1.71
C: -1.459821 1.101128 3.376315  -1.12
C: -3.932985 -0.473659 3.241764  -1.12
C: -1.331270 -1.798888 2.543304  -1.12
H: -6.218508 1.645186 0.013193  0.20
H: -5.495712 1.283471 1.602282  0.21
H: -5.777661 -0.034066 0.444046  0.22
H: -4.510504 1.721083 -2.511521  0.21
H: -4.156993 -0.012431 -2.271486  0.25
H: -2.827823 1.137036 -2.472404  0.23
H: -4.371426 3.697971 -0.261611  0.20
H: -2.618987 3.495994 -0.499663  0.21
H: -3.313817 3.367990 1.135900  0.21
H: -2.017939 -0.472250 -0.154005  0.24
H: -1.998328 2.061241 3.298174  0.22
H: -0.431450 1.287291 3.038966  0.22
H: -1.431837 0.812621 4.441965  0.20
H: -4.489935 0.474343 3.325933  0.21
H: -3.752521 -0.851425 4.261487  0.20
H: -4.579940 -1.188301 2.710981  0.22
H: -0.424829 -1.788985 1.923096  0.23
H: -1.933891 -2.663182 2.228304  0.22
H: -1.025593 -1.951788 3.590839  0.21
F: 5.814176 -1.730050 3.961627  -0.35
C: 4.925534 -1.371802 3.000440  0.37
C: 3.676430 -0.929657 3.380951  -0.31
C: 2.775203 -0.570293 2.379594  -0.24
C: 3.100748 -0.634222 1.015081  -0.30
C: 4.379161 -1.096467 0.698328  -0.26
C: 5.303727 -1.465384 1.680153  -0.31
Sb: 1.437036 -0.158757 -0.468886  1.31
C: 2.982086 -0.113314 -1.991707  -0.35
C: 3.718598 1.017031 -2.351543  -0.21
C: 4.648052 0.981575 -3.391569  -0.33
C: 4.828957 -0.200026 -4.071358  0.44
F: 5.732474 -0.239524 -5.081502  -0.36
C: 4.124544 -1.342831 -3.768496  -0.33
C: 3.198811 -1.287306 -2.726415  -0.21
C: 1.567395 1.892725 0.189967  -0.41
C: 2.763343 2.477473 0.611829  -0.21
C: 2.806042 3.800557 1.043913  -0.32
C: 1.629852 4.519005 1.053049  0.39
F: 1.665229 5.803798 1.471740  -0.35
C: 0.426321 3.984303 0.657637  -0.32
C: 0.400588 2.661371 0.223304  -0.12
H: 3.419767 -0.873749 4.434108  0.21
H: 1.785385 -0.219693 2.680419  0.21
H: 4.682710 -1.163934 -0.343244  0.21
H: 6.299752 -1.814589 1.430749  0.21
H: 3.567446 1.950354 -1.817114  0.22
H: 5.215241 1.858816 -3.677837  0.21
H: 4.288713 -2.248383 -4.341768  0.21
H: 2.623032 -2.183023 -2.490513  0.21
H: 3.675696 1.894195 0.618627  0.22
H: 3.729473 4.265808 1.368018  0.21
H: -0.478820 4.585153 0.696176  0.23
H: -0.547194 2.197091 -0.055425  0.26
C: 0.400381 1.838095 -2.990459  -0.22
O: 0.222759 0.604266 -2.361599  -1.02
H: -0.485004 2.114563 -3.595943  0.15
H: 1.265988 1.834398 -3.676753  0.14
H: 0.568530 2.664702 -2.282686  0.15

Cartesian forces, eV/Å:
Li 0.19 0.01 0.07
O 0.45 0.08 0.16
C -0.14 0.07 -0.47
O -0.70 -0.44 0.13
C 0.15 -0.06 -0.01
C -0.05 -0.07 0.00
C -0.15 0.02 -0.02
C 0.09 0.01 0.01
C -0.06 0.24 -0.12
N -0.19 -0.08 0.11
H 0.09 0.01 0.00
H 0.01 0.02 -0.03
H -0.02 0.04 -0.01
H -0.05 0.01 -0.03
C -0.29 -0.08 0.14
Si -0.02 0.07 -0.02
C 0.01 -0.17 -0.26
C 0.11 0.27 0.15
C 0.12 -0.23 -0.29
Si 0.07 0.05 -0.01
C 0.09 0.25 0.23
C -0.35 0.00 0.14
C 0.18 -0.28 0.04
H 0.11 -0.09 0.08
H -0.06 -0.05 -0.30
H 0.04 0.24 0.03
H 0.10 -0.11 0.08
H 0.08 0.26 0.01
H -0.20 0.00 0.04
H 0.11 -0.04 0.04
H -0.12 -0.05 0.11
H -0.02 -0.03 -0.27
H -0.06 0.11 0.30
H 0.13 -0.22 0.02
H -0.10 -0.01 0.04
H 0.00 0.07 -0.24
H 0.13 -0.28 0.04
H -0.02 0.08 -0.18
H 0.13 0.15 0.13
H -0.08 -0.03 0.07
H 0.14 0.13 0.05
H -0.09 0.04 -0.20
F 0.25 -0.09 0.27
C -0.14 0.05 -0.21
C -0.22 0.08 -0.09
C 0.04 0.00 -0.03
C -0.16 -0.09 0.23
C 0.06 0.02 0.08
C -0.09 0.04 -0.13
Sb 0.53 0.30 -0.03
C 0.01 -0.17 -0.27
C -0.02 -0.12 0.02
C -0.14 0.12 0.21
C -0.10 -0.01 0.13
F 0.24 -0.01 -0.27
C -0.22 -0.13 0.21
C 0.02 0.14 0.04
C -0.06 0.06 0.00
C -0.20 0.05 -0.02
C 0.08 -0.16 -0.07
C 0.05 -0.23 -0.10
F 0.02 0.45 0.15
C -0.27 -0.15 -0.07
C -0.03 -0.15 0.08
H 0.01 0.00 -0.09
H 0.14 -0.07 -0.04
H 0.00 0.00 0.07
H -0.04 0.01 0.00
H 0.01 -0.07 -0.08
H 0.00 -0.01 0.01
H -0.01 0.05 0.04
H 0.09 0.13 -0.07
H 0.03 -0.02 0.01
H -0.04 -0.01 0.01
H 0.12 -0.10 0.01
H 0.10 0.08 0.03
C -0.19 -0.32 -0.15
O 0.25 0.60 0.24
H 0.16 -0.07 0.12
H -0.01 -0.04 0.02
H -0.02 -0.08 -0.01

Results
**LUMO**: 4.29 eV
**HOMO energy**: -0.866 eV
**Orbital gap**: 0.1895 hartree
**Net charge**: -2

Here is a molecular structure, C26H25IN5OPPt from OMol25. Energies are from wB97M-V/def2-TZVPD.

Each line ends with the natural charge from an NBO analysis.
Positions of all 60 atoms, in Å:
Pt: -0.860403 1.022961 0.342085  0.73
N: -3.644642 2.378199 -2.338483  -0.46
C: -2.643478 2.287191 -3.276616  -0.04
C: -1.561919 1.777525 -2.632025  -0.06
N: -1.901318 1.543174 -1.322890  -0.47
C: -3.159431 1.937885 -1.167475  0.32
C: -3.754858 1.891378 0.143044  0.30
N: -3.005802 1.495272 1.156564  -0.51
C: -3.828390 1.456697 2.249820  -0.07
C: -5.076004 1.869015 1.890365  -0.04
N: -5.012657 2.147747 0.549225  -0.47
H: -4.563153 2.754991 -2.509485  0.45
H: -2.787239 2.603915 -4.293435  0.26
H: -0.580568 1.565129 -3.012425  0.26
H: -3.486430 1.133631 3.216725  0.23
H: -5.987442 1.983653 2.448945  0.26
H: -5.793472 2.441624 -0.015426  0.44
N: 1.810848 2.293025 3.430008  -0.74
C: 0.748654 1.663872 2.957163  0.68
O: 0.621385 1.595642 1.709245  -0.68
C: -0.219774 1.075060 3.921837  -0.64
I: 0.421230 -0.899016 4.430317  0.21
H: 2.492715 2.662079 2.782978  0.43
H: 1.984424 2.370587 4.418996  0.43
H: -1.204176 1.009442 3.470245  0.24
H: -0.259524 1.645510 4.845060  0.26
C: 0.473330 -2.329858 -4.589491  -0.16
C: -0.672685 -1.767503 -4.049083  -0.21
C: -0.629211 -1.155343 -2.806048  -0.14
C: 0.565278 -1.091085 -2.097369  -0.45
C: 1.712710 -1.681882 -2.637667  -0.18
C: 1.665493 -2.292941 -3.878650  -0.19
P: 0.685615 -0.438645 -0.416074  1.20
C: 0.483749 -1.878788 0.663880  -0.32
C: 1.558782 -2.745157 0.867321  -0.22
C: 1.386881 -3.896342 1.619085  -0.18
C: 0.143403 -4.193301 2.162293  -0.17
C: -0.931686 -3.344492 1.946615  -0.20
C: -0.764088 -2.189981 1.199565  -0.21
C: 2.353460 0.243352 -0.234076  -0.31
C: 3.062806 0.116392 0.959059  -0.23
C: 4.307734 0.710842 1.091558  -0.21
C: 4.845221 1.443651 0.040192  -0.17
C: 4.134557 1.587281 -1.143088  -0.20
C: 2.890640 0.991532 -1.280185  -0.20
H: 0.437236 -2.807449 -5.559002  0.24
H: -1.607444 -1.813668 -4.591428  0.23
H: -1.540686 -0.759491 -2.384537  0.20
H: 2.650576 -1.656919 -2.098038  0.23
H: 2.559152 -2.741734 -4.289729  0.24
H: 2.531570 -2.528682 0.444529  0.23
H: 2.221606 -4.566698 1.771575  0.24
H: 0.012703 -5.094505 2.746115  0.24
H: -1.903317 -3.583441 2.357061  0.23
H: -1.616438 -1.542696 1.023928  0.22
H: 2.650608 -0.450731 1.785718  0.23
H: 4.863226 0.595263 2.013291  0.23
H: 5.821618 1.898097 0.140860  0.24
H: 4.552307 2.156077 -1.962136  0.24
H: 2.346717 1.102655 -2.210404  0.22

Cartesian forces, eV/Å:
Pt -0.12 0.50 -0.16
N 0.10 0.05 0.08
C 0.06 0.07 0.02
C 0.08 0.07 -0.13
N -0.36 -0.60 0.11
C -0.10 0.08 -0.20
C -0.05 -0.05 0.11
N 0.53 0.28 -0.24
C 0.04 0.07 0.17
C -0.04 -0.04 0.01
N 0.05 -0.14 -0.04
H 0.00 0.01 0.01
H 0.03 -0.02 -0.03
H 0.00 -0.04 -0.04
H -0.02 0.05 0.04
H 0.01 -0.01 0.05
H 0.00 0.00 -0.01
N 0.01 0.02 0.12
C 0.13 0.09 -0.18
O -0.49 -0.51 0.39
C -0.01 -0.03 0.06
I 0.03 0.08 0.02
H -0.01 -0.02 0.00
H 0.00 0.00 -0.01
H 0.04 -0.04 -0.02
H -0.04 -0.01 0.00
C 0.02 -0.01 0.00
C -0.03 -0.01 -0.01
C -0.10 -0.15 0.10
C 0.23 0.03 0.00
C 0.04 0.09 -0.04
C -0.04 -0.01 0.00
P 0.08 0.33 -0.09
C 0.14 0.10 -0.03
C 0.03 -0.01 0.03
C 0.00 0.04 -0.01
C -0.01 -0.02 0.01
C -0.01 -0.05 -0.04
C -0.09 -0.01 -0.09
C -0.11 -0.20 -0.03
C -0.03 -0.05 0.04
C 0.02 0.05 -0.02
C 0.00 -0.01 0.03
C -0.02 0.00 0.01
C -0.01 0.03 -0.02
H 0.00 0.00 -0.01
H 0.00 -0.01 0.00
H -0.04 0.00 0.06
H 0.00 0.00 0.01
H 0.01 -0.01 0.00
H 0.00 0.00 -0.02
H 0.01 0.00 0.01
H -0.01 -0.01 0.00
H -0.01 0.00 0.01
H 0.03 0.03 0.00
H 0.00 -0.01 -0.02
H 0.01 -0.02 -0.01
H 0.01 0.00 0.00
H 0.00 0.01 -0.01
H 0.01 -0.01 -0.01

Results
**LUMO**: -6.10 eV
**HOMO energy**: -14.200 eV
**Orbital gap**: 0.2975 hartree
**Net charge**: +2
**ΔE to the lowest compared entry with this formula, charge and spin**: 0.0 kcal/mol